1.
26
Properties=species:S:1:pos:R:3:forces:R:3 method="wB97M-V/def2-TZVPD" charge=-1 de_lowest_kj_mol=0.0 homo_lumo_gap_ev=7.607 homo_ev=-4.43 fmax_ha_per_bohr=0.120
H -10.286 -11.725 -25.168 0.045 -0.127 0.245
C -10.917 -12.562 -25.467 -0.314 -0.023 0.015
H -10.766 -14.411 -26.504 -0.242 -0.667 0.451
C -10.648 -13.531 -29.018 0.561 -0.436 0.316
C -10.071 -13.745 -25.993 -0.807 1.141 -0.159
H -9.911 -14.309 -29.221 -0.311 -0.589 -0.392
H -11.669 -12.176 -26.155 0.370 -0.108 -0.713
H -6.514 -10.972 -24.751 0.080 -0.791 -0.065
H -8.327 -14.432 -24.970 -0.048 0.322 -0.417
C -9.213 -13.263 -27.146 0.344 0.191 -0.555
O -9.954 -12.609 -28.208 -0.026 0.278 0.589
O -5.870 -9.939 -27.682 0.551 0.394 -1.333
C -5.832 -10.760 -26.781 -0.394 1.816 -2.335
H -9.541 -13.971 -24.017 0.073 0.293 -0.026
H -5.053 -12.492 -27.597 -0.220 0.437 0.237
N -6.368 -10.518 -25.641 -2.778 3.843 3.970
H -11.527 -13.961 -28.539 -0.038 -0.122 0.266
N -5.353 -11.959 -26.793 2.058 -4.619 -0.170
Br -8.184 -11.686 -22.797 0.221 -0.012 -0.125
H -8.424 -12.606 -26.780 -0.219 0.514 -0.142
N -9.335 -14.391 -24.912 -0.406 -0.598 -0.160
H -11.002 -13.135 -29.970 0.348 0.624 0.133
H -5.646 -12.409 -25.938 0.564 -1.012 -0.567
H -11.575 -12.852 -24.648 0.483 -0.260 0.510
H -8.702 -14.104 -27.613 0.182 -0.396 0.019
H -6.797 -9.604 -25.670 -0.079 -0.095 0.407

2.
83
Properties=species:S:1:pos:R:3:forces:R:3 method="wB97M-V/def2-TZVPD" charge=+1 homo_lumo_gap_ev=6.071 homo_ev=-11.08 fmax_ha_per_bohr=0.134
H 1.987 -4.374 -3.201 -1.251 -0.445 -0.200
H -5.568 0.342 -2.751 0.922 -1.042 0.756
C 2.426 4.142 3.947 0.590 0.385 0.289
H 2.162 -0.732 -3.163 -1.486 -0.634 0.314
C 0.041 0.601 -2.541 0.075 1.403 0.740
H 3.971 3.986 2.323 -1.362 0.439 0.087
S -3.028 -2.769 0.015 -4.777 -4.852 1.178
S 0.834 -1.199 -0.517 -2.674 -0.799 0.906
C 3.616 4.451 4.996 -0.312 -0.436 0.028
H -3.028 1.764 -1.314 0.160 -1.486 0.248
H 0.942 -3.530 4.355 -0.287 0.342 -0.328
C 0.293 3.059 -1.849 -1.007 -0.397 2.085
H 1.613 6.304 6.637 0.968 -1.070 0.252
H -2.235 -3.885 -2.531 0.996 0.980 0.183
H -5.053 -1.330 -3.209 -0.147 0.816 1.248
H 0.372 -5.132 2.805 0.121 0.635 -0.404
N -0.216 -4.461 2.298 -0.999 0.782 -0.469
C 0.067 -0.967 -2.235 1.895 0.607 0.480
H 0.239 -2.225 -6.804 0.520 -0.098 1.949
H -5.189 -0.884 -1.386 0.242 0.333 -1.322
N 0.124 -4.810 -1.048 -1.410 1.734 -1.547
C 1.297 -1.478 -3.138 0.242 -1.344 -0.857
H 2.755 5.351 2.091 0.340 -1.081 0.565
H 1.844 4.490 6.699 0.729 1.020 -0.091
H 1.137 3.399 -2.515 -1.092 -0.324 0.581
C -1.250 -1.832 -2.119 -1.656 -2.106 -2.978
H -3.032 -2.064 -3.474 0.900 1.081 0.762
N -1.591 -2.135 -0.666 -0.054 1.618 2.529
H 1.036 -5.930 -3.254 -0.051 1.285 0.049
H 2.118 -2.197 1.776 -0.147 -0.513 0.222
H 2.593 2.464 1.115 -0.856 1.054 0.635
N 0.431 -2.780 3.885 -0.330 1.214 -0.991
C 1.987 3.387 1.418 0.884 0.369 -0.395
C -3.345 -0.095 -2.521 -1.225 1.339 0.103
H -0.180 -0.948 2.186 -0.359 -1.347 -0.699
H -0.635 -4.460 -0.443 0.386 -0.570 0.356
H -1.169 -3.236 -3.834 0.031 -0.251 1.577
H 2.398 3.760 -0.740 -0.608 0.873 0.964
C -1.246 -3.359 -2.702 1.285 -0.153 -0.997
H -0.948 1.034 -2.866 0.829 -0.939 0.425
H -3.362 0.734 -3.311 0.249 -1.234 0.952
H 4.626 4.536 4.479 -1.335 0.027 0.631
C 0.932 -1.770 -4.619 -0.662 -0.758 0.226
H 0.766 0.875 -3.380 -1.080 -0.797 0.963
O 3.386 5.669 5.735 -0.359 -1.174 0.177
H 0.565 -4.586 -4.385 0.618 -0.106 1.203
C -4.906 -0.524 -2.417 0.660 -0.128 -1.274
C 0.533 -2.141 -5.719 0.511 1.347 0.378
N 1.715 -3.127 1.921 -1.271 -0.208 -0.856
H -0.147 1.454 -0.408 1.009 -0.232 -0.853
H -0.365 3.442 0.317 0.401 0.432 -1.248
H 2.011 3.107 4.193 0.452 1.324 -0.572
C 0.953 -4.807 -3.348 -0.859 -0.210 0.244
C 0.208 3.963 -0.514 0.740 0.090 -0.230
H 2.815 5.571 7.814 -0.174 -0.116 -1.322
H 1.635 4.931 4.143 0.718 -1.125 -0.144
H 1.716 -3.674 1.041 0.230 0.500 0.602
C 2.393 5.480 6.765 -0.972 0.670 0.306
H -1.618 -2.033 2.317 1.107 0.046 -1.072
H 1.742 -2.372 -2.582 -0.658 0.785 -1.378
O -4.051 -3.123 -0.955 2.287 2.434 0.461
C -2.383 -1.219 -3.065 -0.730 0.203 -0.099
H 1.036 3.010 1.914 1.042 0.694 -0.572
H -0.343 4.942 -0.700 0.907 -1.170 0.080
C 1.701 4.186 0.051 -0.775 -0.494 -0.119
H 3.664 3.607 5.757 0.138 0.794 -1.011
C -2.983 0.633 -1.151 -0.456 0.858 -0.027
H -3.806 0.426 -0.388 1.400 0.138 -0.816
H -1.096 -4.441 2.842 0.495 -0.230 -0.701
C 2.876 4.281 2.429 -0.416 -0.722 -0.100
H -1.838 -0.814 -3.985 -0.420 -0.644 1.366
H -0.505 -2.669 4.287 0.521 -0.249 -0.010
H -1.957 0.425 -0.731 -1.162 0.112 -0.381
C 0.517 1.542 -1.313 -0.518 1.368 -2.077
C 0.328 -3.086 2.411 1.434 -1.258 2.306
C -0.655 -1.845 0.252 2.776 0.871 -0.378
F -3.703 -1.626 1.026 1.899 -1.269 -1.959
C -0.085 -4.306 -2.224 1.757 -1.141 -0.615
H 1.625 1.465 -1.108 -1.266 -0.344 0.160
C -0.603 -1.941 1.808 -0.819 0.250 0.295
H 1.873 5.299 0.153 0.034 -1.354 0.017
O -2.778 -3.939 0.868 1.170 3.552 -1.021
H -0.725 3.094 -2.351 1.355 0.049 0.236

3.
88
Properties=species:S:1:pos:R:3:forces:R:3 method="wB97M-V/def2-TZVPD" charge=+1 homo_lumo_gap_ev=7.298 homo_ev=-10.74 fmax_ha_per_bohr=0.072
H -8.661 -2.248 -4.381 -0.001 0.037 -0.011
H -3.977 1.865 -2.328 -0.112 -0.034 0.066
O 4.909 0.640 3.869 -0.165 -0.195 0.199
C 2.520 -3.641 1.205 3.250 1.611 -0.736
H -2.930 -2.328 -3.574 0.134 0.059 0.064
H -6.996 -1.888 -1.936 0.204 -0.176 -0.027
H -4.521 3.126 -1.168 -0.094 -0.107 -0.067
N 1.157 -3.755 0.608 0.434 -0.059 0.802
C 7.859 4.018 3.812 -0.039 -0.205 0.099
H 1.988 5.137 -3.609 0.133 0.027 0.073
H 5.456 -1.188 4.579 -0.009 0.071 -0.086
Cl 2.750 -4.427 2.840 -0.731 0.885 -2.288
H -2.306 2.781 0.327 0.038 -0.195 0.169
C 6.420 3.603 5.635 0.064 -0.549 -0.135
C 4.550 -0.665 4.270 0.199 0.343 -0.061
C -3.858 2.908 -2.012 0.110 0.174 0.056
H -8.683 -4.684 -1.886 0.067 0.001 -0.110
H 5.309 -1.732 1.302 -0.395 -1.492 -0.103
H 2.910 1.151 4.128 -0.019 0.019 0.047
H 4.812 3.130 6.948 -0.031 0.095 -0.103
H -2.582 -2.830 -1.884 0.157 0.074 -0.018
H -4.663 -1.395 -0.952 0.013 0.235 0.044
O -6.574 -0.824 -3.680 0.133 -0.254 0.159
H -0.075 -1.552 0.059 -0.485 0.007 0.344
C 5.046 -2.847 1.273 -0.336 1.070 -0.776
C 4.075 2.912 3.734 -0.237 0.066 0.171
N 0.743 -5.122 0.428 0.411 -1.480 -1.093
C 0.090 -3.097 1.477 -3.122 1.247 1.130
H -3.097 -4.027 -3.101 -0.078 0.027 0.077
H 6.224 4.674 5.517 -0.031 0.003 0.013
H -5.605 -2.476 -4.511 -0.116 -0.167 0.145
H 3.556 1.250 2.464 -0.205 0.084 -0.061
H -1.286 2.043 -3.292 0.098 0.235 0.071
H 5.095 -3.211 2.340 -0.218 0.118 -1.444
C 1.488 4.886 -2.667 -0.224 -0.014 -0.105
O -4.579 -2.810 -2.422 0.269 0.089 -0.248
H 5.825 -3.331 0.591 -1.208 0.453 1.004
H 5.016 3.209 3.268 0.090 -0.257 0.030
H 1.089 -3.335 -0.342 0.689 0.293 0.831
H 7.280 4.904 3.530 0.080 0.088 0.060
C -2.047 2.314 -0.631 0.184 0.537 -0.205
H 1.744 2.483 -3.078 0.021 -0.031 0.010
H 0.803 2.898 -4.540 0.127 -0.220 -0.062
C -7.751 -2.852 -4.451 0.442 -0.269 0.173
O 4.027 3.312 5.101 0.155 -0.258 -0.205
C -8.866 -4.104 -2.791 0.214 -0.063 -0.086
H -0.019 3.092 -0.807 -0.195 0.064 -0.151
H -0.196 1.678 0.213 -0.068 -0.067 -0.031
H 8.247 3.559 2.902 -0.011 -0.057 0.112
O -2.512 3.170 -1.665 0.059 -0.345 -0.105
H -6.575 -1.485 -5.583 -0.088 0.055 0.093
Cl 3.443 -2.101 -1.004 -0.117 -1.291 2.171
H -2.530 1.333 -0.696 -0.002 -0.058 0.012
C -6.315 -1.122 -2.309 0.093 0.253 -0.138
H 0.679 -5.295 -0.592 -0.039 0.143 0.771
H -9.480 -3.236 -2.526 -0.101 -0.035 -0.074
H 8.698 4.304 4.455 0.015 0.135 -0.075
H -0.828 -3.777 1.432 1.659 0.574 -0.206
H -7.816 -3.501 -5.333 -0.079 0.159 -0.166
C -0.265 1.716 -3.090 0.267 -0.123 -0.143
O 0.378 4.042 -2.904 0.192 -0.183 0.279
H 7.115 3.453 6.469 -0.103 0.155 0.165
O -0.134 1.230 -1.751 -0.060 0.168 0.068
C -4.858 -1.469 -2.029 -0.373 -0.411 0.094
N -0.358 -1.766 1.023 1.559 -0.360 0.101
H 1.125 5.802 -2.201 -0.059 -0.071 -0.098
O 7.034 3.071 4.465 -0.214 0.200 -0.173
C 5.112 2.880 5.926 0.009 0.325 0.105
H 3.286 3.485 3.239 -0.043 -0.064 0.098
H 4.089 -1.208 3.435 -0.162 -0.115 0.078
C -6.547 -1.930 -4.584 -0.268 0.134 -0.100
C -3.222 -2.999 -2.759 -0.393 -0.064 0.053
C 0.758 2.785 -3.450 -0.554 0.302 0.016
H 1.473 -5.766 0.759 -0.258 0.508 0.102
C 3.778 1.433 3.523 0.507 0.149 -0.068
H -9.394 -4.731 -3.518 -0.129 0.054 0.072
H -4.210 -0.766 -2.562 -0.004 0.019 -0.038
O -7.616 -3.690 -3.309 -0.123 0.254 0.164
H 0.014 -1.011 1.611 -0.090 -0.494 -0.383
H -0.081 0.848 -3.730 0.086 0.011 0.088
H 0.358 -3.011 2.571 0.284 -0.455 -1.419
C -0.538 2.137 -0.721 -0.140 -0.230 0.080
H -6.549 -0.201 -1.766 0.076 0.020 -0.098
H 3.865 -0.631 5.124 -0.102 -0.104 -0.060
C 3.610 -2.953 0.615 -1.277 -1.141 1.114
H -4.126 3.551 -2.851 0.083 0.017 0.108
H 2.196 4.408 -1.981 0.111 0.005 -0.068
H 5.228 1.796 5.888 0.192 0.041 -0.155

4.
60
Properties=species:S:1:pos:R:3:forces:R:3 method="wB97M-V/def2-TZVPD" charge=0 de_lowest_kj_mol=0.0 homo_lumo_gap_ev=7.305 homo_ev=-7.65 fmax_ha_per_bohr=0.017 smiles="COc1ccc2cc(-c3cc(C(=O)OCC(=O)N[C@@H]4CCS(=O)(=O)C4)c4ccccc4n3)ccc2c1"
H -1.824 -2.056 4.433 0.028 0.066 0.084
C -2.950 -3.598 3.462 0.129 0.193 0.180
C -0.880 -0.273 -5.132 -0.210 -0.262 -0.359
C 0.026 -0.605 1.384 -0.275 -0.394 0.111
C -0.093 0.054 -3.877 -0.405 0.345 0.268
C 1.083 1.491 0.523 0.151 0.141 0.036
C 5.783 5.276 4.497 0.126 0.032 0.208
H -2.571 -1.051 -2.820 -0.146 -0.268 -0.080
C 2.487 1.787 2.925 0.055 0.243 -0.203
C -3.235 -4.225 2.241 0.036 -0.048 -0.306
H -3.923 -5.058 2.221 -0.042 -0.063 -0.038
C 1.611 0.704 2.739 -0.234 -0.159 -0.361
H 2.020 3.290 -0.103 -0.010 0.081 -0.091
C -1.060 -2.212 -0.054 0.343 0.398 0.378
H 1.475 -0.018 3.531 -0.024 -0.077 0.082
H 5.125 5.425 5.360 0.036 -0.017 -0.032
N -2.669 -1.306 -3.796 -0.144 0.232 0.190
H 3.086 1.257 4.919 0.003 -0.057 0.088
C -0.152 -1.194 0.111 -0.330 -0.448 -0.024
C -2.673 -2.602 -4.163 -0.073 -0.013 0.521
O -1.692 0.363 -1.734 -0.180 -0.306 0.145
O 5.051 5.056 3.317 -0.199 -0.119 -0.229
C 4.227 3.972 3.244 -0.228 0.007 -0.484
H -3.757 -4.027 -2.974 0.137 0.080 -0.020
H -2.033 -4.403 -3.237 -0.159 0.161 0.007
C -1.751 -2.714 1.084 0.199 0.302 0.225
C -2.071 -2.553 3.508 -0.172 -0.207 0.046
H 0.133 -0.835 -3.293 -0.047 0.053 0.098
C 4.059 3.033 4.282 0.103 0.011 0.184
O -0.372 -2.699 -2.277 -0.214 -0.137 0.147
H -0.705 0.471 -5.910 0.014 -0.005 -0.031
H -2.521 1.916 -4.781 0.094 0.056 -0.068
H 3.666 4.540 1.278 0.026 0.106 -0.096
H 4.597 3.145 5.210 0.039 0.008 0.070
C -1.448 -2.089 2.330 -0.297 -0.463 -0.416
C -2.629 1.080 -4.099 0.663 -0.211 0.433
H 6.475 4.453 4.704 -0.038 0.035 0.003
C -1.246 -2.696 -1.442 0.421 -0.081 -0.373
H -0.617 -1.255 -5.526 0.023 0.073 -0.011
O -2.505 -3.080 -1.716 -0.182 0.252 0.279
C 3.530 3.813 2.065 0.288 0.197 0.299
C 0.927 0.539 1.556 0.389 0.248 0.409
C -2.750 -3.606 -3.010 0.168 -0.442 -0.555
N -0.596 -1.057 2.446 0.330 0.460 0.064
H -2.989 -0.437 -5.646 0.088 0.188 0.154
H -3.425 -3.953 4.365 -0.017 0.001 0.086
O -0.711 2.401 -2.681 0.132 0.226 -0.231
C 2.654 2.734 1.878 -0.005 -0.195 0.306
H 0.499 1.397 -0.381 -0.027 0.023 -0.088
C 3.211 1.973 4.119 0.049 0.065 -0.007
H 0.415 -0.840 -0.734 -0.009 0.019 -0.046
O -2.655 -2.977 -5.315 0.045 -0.201 -0.250
C 1.918 2.557 0.684 -0.110 -0.088 -0.167
H -3.566 1.134 -3.554 -0.019 0.058 0.163
C -2.376 -0.258 -4.755 -0.148 -0.455 -0.737
H 6.353 6.187 4.322 -0.021 -0.073 0.065
S -1.245 1.087 -2.901 0.116 0.624 -0.193
C -2.650 -3.797 1.079 -0.266 -0.296 0.091
H -2.876 -4.295 0.150 -0.034 -0.027 0.013
H 0.805 0.633 -4.057 0.037 0.131 0.057

LUMO level for the records above, in order: 3.174 -5.008 -3.445 -0.343 eV
E_tot for the records above, in order: -3088.3553 -2375.9533 -2630.7109 -2002.4701 Eh